Entry 1:
A structure of composition C33H31InN5O6S5Te in a non-equilibrium geometry, computed with ωB97M-V/def2-TZVPD.

## Properties
E_LUMO (alpha / beta), eV: 1.49 / 1.50
HOMO (alpha / beta), eV: -3.9594 / -3.9609
Net charge: -1
Energy relative to the best compared isomer or geometry (same formula, charge and spin), eV: 0.259

Geometry (Å):
In (-0.861, -0.345, -0.228)
C (2.182, -1.027, -2.543)
C (1.072, -1.442, -3.426)
C (1.345, -2.054, -4.687)
C (0.283, -2.480, -5.452)
C (-1.034, -2.242, -5.035)
C (-2.145, -2.762, -5.771)
C (-3.442, -2.590, -5.233)
C (-3.615, -2.070, -3.957)
C (-2.557, -1.486, -3.237)
S (-2.955, -0.676, -1.773)
C (-1.229, -1.606, -3.768)
N (-0.183, -1.180, -3.019)
H (3.108, -0.985, -3.108)
H (2.280, -1.704, -1.649)
H (2.016, -0.066, -2.040)
H (2.385, -2.120, -5.018)
H (0.487, -2.913, -6.448)
H (-1.964, -3.306, -6.720)
H (-4.363, -2.870, -5.788)
H (-4.582, -1.965, -3.503)
C (3.669, 3.256, -0.169)
N (2.805, 3.666, 0.914)
C (3.154, 4.964, 1.499)
C (1.835, 2.843, 1.389)
S (1.687, 1.207, 0.767)
N (0.976, 3.336, 2.370)
C (-0.076, 4.259, 2.010)
C (0.738, 2.484, 3.506)
H (3.112, 2.974, -1.051)
H (4.248, 2.355, 0.100)
H (4.337, 4.058, -0.455)
H (4.169, 4.863, 1.947)
H (2.420, 5.173, 2.280)
H (3.174, 5.713, 0.702)
H (0.113, 4.797, 1.121)
H (-0.253, 4.879, 2.867)
H (-1.031, 3.681, 1.804)
H (1.358, 1.596, 3.323)
H (-0.327, 2.234, 3.716)
H (1.112, 3.040, 4.396)
O (-2.519, 1.938, 0.837)
C (-2.487, 1.075, 1.781)
N (-1.964, -0.188, 1.656)
S (-1.880, -1.069, 3.136)
O (-0.503, -1.233, 3.562)
O (-2.635, -2.316, 2.924)
C (-2.825, 0.240, 3.963)
C (-3.456, 0.216, 5.198)
C (-4.048, 1.380, 5.631)
C (-4.093, 2.534, 4.795)
C (-3.524, 2.534, 3.546)
C (-2.911, 1.349, 3.131)
H (-3.326, -0.647, 5.822)
H (-4.497, 1.374, 6.625)
H (-4.655, 3.389, 5.063)
H (-3.643, 3.347, 2.894)
O (-0.044, -2.305, 0.278)
C (1.005, -2.949, 0.692)
N (2.249, -2.800, 0.192)
S (3.251, -3.991, 0.778)
O (4.243, -3.425, 1.650)
O (3.683, -4.900, -0.279)
C (2.033, -4.741, 1.844)
C (2.158, -5.935, 2.553)
C (0.975, -6.483, 2.989)
C (-0.270, -5.774, 2.808)
C (-0.386, -4.603, 2.140)
C (0.843, -4.043, 1.651)
H (3.138, -6.428, 2.666)
H (0.916, -7.456, 3.526)
H (-1.163, -6.280, 3.204)
H (-1.347, -4.087, 2.013)
Te (-1.014, 2.671, -1.513)
C (0.005, 3.286, -3.250)
C (0.159, 2.384, -4.290)
C (0.775, 2.920, -5.459)
C (1.144, 4.219, -5.248)
S (0.836, 4.787, -3.649)
H (-0.218, 1.310, -4.153)
H (0.937, 2.339, -6.377)
H (1.607, 4.870, -5.967)

Atoms 1-2, force components in eV/Å:
-0.394 0.386 -1.828
0.235 -0.134 1.363

***

Entry 2:
The molecule C3H2N2O3 in a non-equilibrium geometry, computed with ωB97M-V/def2-TZVPD.

## Properties
E_LUMO, eV: 0.24
HOMO, eV: -10.0802
SMILES: O=C1N=COC=NO1
Energy relative to the best compared isomer or geometry (same formula, charge and spin), eV: 5.373

Geometry (Å):
C (-1.524, 0.118, 0.091)
C (0.941, -1.027, -0.458)
C (0.507, 1.161, 0.176)
H (1.650, -1.280, -1.175)
H (1.033, 2.132, 0.628)
N (-0.035, -1.584, 0.239)
N (-0.708, 1.280, 0.099)
O (-2.441, -0.233, -0.591)
O (-0.776, -0.744, 1.100)
O (1.354, 0.179, -0.110)

Atoms 1-2, force components in eV/Å:
1.443 -0.414 -1.055
-3.806 -0.400 4.300

***

Entry 3:
A cluster of 3 separate species, C5H17N3 in total in a non-equilibrium geometry, computed with ωB97M-V/def2-TZVPD.

## Properties
E_LUMO, eV: -7.87
HOMO, eV: -16.3185
Net charge: +2
Energy relative to the best compared isomer or geometry (same formula, charge and spin), eV: 1.381

Geometry (Å):
C (-0.313, -2.195, 0.464)
C (-2.574, 0.981, 1.248)
C (0.672, 0.124, -0.009)
C (0.141, -1.066, -0.420)
C (-1.894, 1.116, -0.077)
N (1.431, 0.956, -0.906)
N (3.637, -0.111, 0.174)
N (-2.539, 0.723, -1.204)
H (-1.211, -2.582, -0.005)
H (-0.504, -1.776, 1.457)
H (0.406, -3.008, 0.514)
H (-3.451, 1.585, 1.271)
H (-2.026, 1.301, 2.077)
H (-3.073, -0.078, 1.531)
H (0.916, 0.266, 1.020)
H (-0.116, -1.261, -1.445)
H (-1.050, 1.759, -0.330)
H (1.546, 1.954, -0.671)
H (3.022, 0.565, -0.366)
H (4.514, 0.484, 0.232)
H (3.626, -0.969, -0.447)
H (3.099, -0.370, 1.047)
H (-3.354, 0.132, -1.045)
H (1.213, 0.797, -1.946)
H (-2.117, 0.672, -2.164)

Atoms 1-2, force components in eV/Å:
-0.178 1.258 0.007
-1.093 -2.982 -0.452

***

Entry 4:
The molecule C5H9NO, computed with ωB97M-V/def2-TZVPD.

## Properties
E_LUMO, eV: -0.76
HOMO, eV: -9.0504
Energy relative to the best compared isomer or geometry (same formula, charge and spin), eV: 5.654

Geometry (Å):
O (0.954, -2.188, -1.266)
C (0.914, -0.792, -1.422)
C (-0.437, -0.206, -0.980)
C (-0.320, 0.184, 0.488)
C (-0.505, 1.660, 0.872)
N (-1.533, 0.731, 1.173)
C (0.593, -0.589, 1.282)
H (0.909, -2.324, -0.304)
H (1.137, -0.572, -2.468)
H (-1.202, -0.979, -1.107)
H (-0.734, 0.652, -1.594)
H (-0.721, 2.319, 0.034)
H (0.110, 2.088, 1.661)
H (-1.518, 0.473, 2.159)
H (1.707, -0.322, -0.815)
H (0.646, -0.134, 2.288)

Atoms 1-2, force components in eV/Å:
0.002 -0.129 0.268
-0.002 0.409 -0.201

***

Entry 5:
The molecule C3H5N3O in a non-equilibrium geometry, computed with ωB97M-V/def2-TZVPD.

## Properties
E_LUMO (alpha / beta), eV: 1.08 / -1.85
HOMO (alpha / beta), eV: -5.3150 / -9.7894
Expectation value of S²: 2.01
Energy relative to the best compared isomer or geometry (same formula, charge and spin), eV: 0.429
Spin multiplicity: 3

Geometry (Å):
C (0.794, -0.582, 0.989)
C (0.129, 1.650, 0.541)
C (-1.197, -0.972, -0.289)
N (-0.153, -1.104, 0.336)
N (1.138, 0.749, 0.592)
N (-1.158, -1.274, -1.534)
O (0.315, 2.862, 0.618)
H (1.318, -1.054, 1.695)
H (-0.911, 1.106, 0.547)
H (2.092, 1.103, 0.646)
H (-0.333, -1.326, -2.116)
H (-2.034, -1.159, -2.024)

Atoms 1-2, force components in eV/Å:
3.259 5.339 1.146
-1.081 1.626 0.810

***

Entry 6:
A cluster of 2 separate species, C10H11BrNO2 in total in a non-equilibrium geometry, computed with ωB97M-V/def2-TZVPD.

## Properties
E_LUMO (alpha / beta), eV: -2.91 / -7.40
HOMO (alpha / beta), eV: -11.0558 / -11.9121
Net charge: +1
Expectation value of S²: 2.02
Energy relative to the best compared isomer or geometry (same formula, charge and spin), eV: 0.318
Spin multiplicity: 3

Geometry (Å):
C (1.549, 1.439, -1.550)
C (2.835, 1.310, -1.259)
C (0.704, 0.496, -1.052)
C (0.991, -0.548, -0.179)
C (2.464, -0.739, 0.021)
C (3.221, 0.391, -0.248)
C (-3.441, 1.814, 1.404)
C (-2.494, 0.940, 1.416)
C (0.135, -1.556, 0.482)
C (-1.785, -0.063, 1.135)
N (-2.986, -1.013, -0.266)
O (-0.874, -0.899, 1.316)
O (2.934, -1.835, 0.692)
Br (4.967, 0.374, 0.174)
H (1.368, 2.160, -2.301)
H (3.567, 2.053, -1.676)
H (-3.599, 2.688, 0.694)
H (-4.153, 1.767, 2.196)
H (-0.353, 0.604, -1.329)
H (-0.379, -2.344, -0.130)
H (0.752, -2.150, 1.272)
H (-3.952, -0.652, -0.198)
H (-2.818, -1.989, -0.181)
H (-2.524, -0.525, -1.084)
H (3.873, -1.728, 0.649)

Atoms 1-2, force components in eV/Å:
-0.104 -0.338 -1.205
2.908 0.945 1.960

***

Entry 7:
A structure of composition C4H5NO2 in a non-equilibrium geometry, computed with ωB97M-V/def2-TZVPD.

## Properties
E_LUMO (alpha / beta), eV: -0.21 / -0.38
HOMO (alpha / beta), eV: -8.8033 / -8.2204
Energy relative to the best compared isomer or geometry (same formula, charge and spin), eV: 5.768

Geometry (Å):
N (-0.086, -1.755, 0.600)
C (-0.144, -0.574, -0.127)
C (1.205, 0.280, -0.488)
C (0.552, 1.281, 0.268)
O (-0.668, 1.662, -0.291)
C (-1.274, 0.413, -0.143)
O (-2.447, 0.230, 0.002)
H (-0.327, -1.484, -0.829)
H (-0.853, -1.753, 1.285)
H (2.080, -0.186, -0.041)
H (1.277, 0.422, -1.565)
H (0.685, 1.464, 1.329)

Atoms 1-2, force components in eV/Å:
0.251 -0.045 1.736
0.443 -1.199 -1.571

***

Entry 8:
The molecule C4H9NO2, computed with ωB97M-V/def2-TZVPD.

## Properties
E_LUMO, eV: 0.76
HOMO, eV: -9.9909
SMILES: C[C@@H](O)CNC=O
Energy relative to the best compared isomer or geometry (same formula, charge and spin), eV: 0.867

Geometry (Å):
C (1.844, -0.764, 0.842)
C (0.921, 0.039, -0.065)
O (0.677, -0.692, -1.249)
C (-0.353, 0.471, 0.684)
N (-1.361, 1.023, -0.209)
C (-2.131, 0.221, -0.983)
O (-2.238, -0.986, -0.836)
H (2.252, -0.153, 1.655)
H (2.671, -1.150, 0.241)
H (1.313, -1.620, 1.273)
H (1.440, 0.955, -0.383)
H (-0.245, -0.950, -1.315)
H (-0.798, -0.372, 1.223)
H (-0.091, 1.238, 1.424)
H (-1.250, 1.977, -0.514)
H (-2.651, 0.763, -1.788)

Atoms 1-2, force components in eV/Å:
0.019 -0.013 0.016
0.124 0.213 0.250

***

Entry 9:
A structure of composition C26H22F4N5O6Sr in a non-equilibrium geometry, computed with ωB97M-V/def2-TZVPD.

## Properties
E_LUMO, eV: 2.00
HOMO, eV: -4.5352
Net charge: -1
Energy relative to the best compared isomer or geometry (same formula, charge and spin), eV: 1.810

Geometry (Å):
Sr (0.101, 0.873, -0.345)
C (2.588, -2.094, -1.304)
N (1.140, -1.928, -1.269)
C (0.567, -2.111, -2.610)
C (0.512, -2.824, -0.259)
C (0.400, -2.155, 1.094)
N (-0.518, -1.029, 0.981)
C (-1.655, -0.881, 1.704)
C (-2.506, 0.242, 1.408)
F (-2.109, 1.084, 0.376)
C (-3.654, 0.557, 2.071)
F (-4.322, 1.645, 1.689)
C (-4.135, -0.221, 3.102)
C (-3.363, -1.314, 3.411)
F (-3.749, -2.122, 4.401)
C (-2.194, -1.641, 2.763)
F (-1.532, -2.727, 3.201)
H (3.030, -1.391, -2.021)
H (2.867, -3.112, -1.599)
H (3.028, -1.888, -0.319)
H (0.822, -3.092, -3.032)
H (0.933, -1.352, -3.301)
H (-0.518, -2.018, -2.568)
H (1.083, -3.765, -0.170)
H (-0.491, -3.078, -0.599)
H (1.412, -1.782, 1.362)
H (0.122, -2.897, 1.836)
H (-5.050, 0.016, 3.633)
C (2.268, -0.939, 3.828)
C (2.036, 0.536, 3.626)
N (1.500, 1.101, 2.565)
C (1.456, 2.468, 2.845)
C (1.986, 2.717, 4.079)
N (2.339, 1.485, 4.548)
C (2.278, 3.861, 5.010)
O (1.965, 5.066, 4.648)
O (2.804, 3.588, 6.075)
C (0.849, 3.354, 1.801)
O (0.794, 4.592, 1.982)
O (0.423, 2.722, 0.775)
H (1.924, -1.482, 2.947)
H (1.712, -1.317, 4.692)
H (3.326, -1.163, 3.987)
H (2.743, 1.365, 5.457)
H (1.527, 5.048, 3.719)
O (0.022, 1.062, -4.664)
C (0.235, 1.156, -3.448)
O (-0.599, 1.058, -2.447)
C (1.723, 1.424, -3.050)
C (2.640, 1.730, -4.085)
C (3.935, 1.971, -3.767)
C (4.379, 1.903, -2.411)
C (5.726, 2.145, -2.012)
C (6.087, 2.063, -0.698)
C (5.114, 1.723, 0.288)
C (3.823, 1.480, -0.071)
C (3.433, 1.578, -1.443)
N (2.094, 1.342, -1.777)
H (2.256, 1.756, -5.096)
H (4.655, 2.223, -4.544)
H (6.462, 2.399, -2.774)
H (7.117, 2.258, -0.398)
H (5.399, 1.666, 1.336)
H (3.082, 1.220, 0.690)

Atoms 1-2, force components in eV/Å:
0.960 -1.369 0.569
-0.109 0.328 0.159

***

Entry 10:
A structure of composition C4H5NO, computed with ωB97M-V/def2-TZVPD.

## Properties
E_LUMO, eV: 0.65
HOMO, eV: -9.7644
Energy relative to the best compared isomer or geometry (same formula, charge and spin), eV: 0.996

Geometry (Å):
C (-0.094, 0.338, -0.001)
C (1.806, -0.094, -0.001)
C (0.567, -1.018, -0.002)
C (-1.504, 0.738, 0.002)
N (0.975, 1.073, -0.003)
O (2.981, -0.250, 0.003)
H (0.430, -1.632, 0.887)
H (0.432, -1.628, -0.895)
H (-1.998, 0.330, 0.884)
H (-2.004, 0.323, -0.873)
H (-1.591, 1.821, -0.002)

Atoms 1-2, force components in eV/Å:
0.785 -0.266 0.000
-0.267 -0.554 -0.001

***

Entry 11:
A cluster of 3 separate species, C39H52BF3N2O15P2 in total in a non-equilibrium geometry, computed with ωB97M-V/def2-TZVPD.

## Properties
E_LUMO, eV: -0.85
HOMO, eV: -9.2054
SMILES: CC(=O)OC(=O)Cc1cc(CCCN)c2c(c1C(F)(F)F)C(=O)c1ccc(B(O)O)c(-c3ccccn3)c1C2=O.CCOP(=O)(OCC)OCC.CCOP(=O)(OCC)OCC
Energy relative to the best compared isomer or geometry (same formula, charge and spin), eV: 0.000

Geometry (Å):
C (-4.982, 1.178, 2.450)
C (-4.363, -0.119, 2.907)
O (-3.357, -0.103, 3.540)
O (-4.944, -1.347, 2.605)
C (-4.376, -1.966, 1.491)
O (-4.143, -3.123, 1.534)
C (-4.057, -1.054, 0.320)
C (-3.776, -1.798, -0.969)
C (-2.442, -2.123, -1.183)
C (-2.008, -2.774, -2.320)
C (-0.541, -3.131, -2.501)
C (0.368, -2.537, -1.422)
C (1.853, -2.846, -1.664)
N (2.627, -2.788, -0.413)
C (-3.000, -3.080, -3.276)
C (-4.345, -2.779, -3.060)
C (-4.771, -2.130, -1.878)
C (-6.241, -1.824, -1.686)
F (-6.582, -1.445, -0.441)
F (-7.035, -2.857, -1.992)
F (-6.585, -0.800, -2.494)
C (-5.278, -3.168, -4.185)
O (-6.232, -2.520, -4.529)
C (-4.959, -4.425, -4.952)
C (-5.975, -5.224, -5.428)
C (-5.609, -6.355, -6.147)
C (-4.272, -6.683, -6.396)
B (-3.984, -7.989, -7.227)
O (-4.888, -9.062, -7.121)
O (-2.918, -8.135, -8.080)
C (-3.270, -5.824, -5.907)
C (-1.838, -6.198, -6.232)
C (-1.202, -5.482, -7.232)
C (0.122, -5.767, -7.542)
C (0.683, -6.815, -6.809)
C (-0.081, -7.467, -5.865)
N (-1.345, -7.203, -5.506)
C (-3.606, -4.694, -5.160)
C (-2.596, -3.759, -4.569)
O (-1.540, -3.548, -5.109)
H (-4.418, 1.501, 1.568)
H (-6.013, 1.071, 2.108)
H (-4.883, 1.970, 3.187)
H (-3.138, -0.517, 0.586)
H (-4.845, -0.310, 0.245)
H (-1.728, -1.853, -0.416)
H (-0.186, -2.798, -3.473)
H (-0.476, -4.220, -2.401)
H (0.265, -1.450, -1.316)
H (0.126, -2.962, -0.438)
H (1.924, -3.864, -2.061)
H (2.228, -2.102, -2.376)
H (3.502, -2.304, -0.576)
H (2.154, -2.215, 0.280)
H (-7.024, -5.001, -5.285)
H (-6.372, -7.010, -6.554)
H (-5.483, -8.978, -7.878)
H (-2.593, -9.037, -7.963)
H (-1.735, -4.706, -7.765)
H (0.637, -5.217, -8.318)
H (1.709, -7.118, -6.977)
H (0.386, -8.300, -5.339)
O (2.218, -0.507, 2.794)
P (1.646, 0.394, 3.844)
O (2.939, 0.515, 4.860)
C (4.061, 1.299, 4.454)
C (3.768, 2.788, 4.513)
O (0.729, -0.729, 4.625)
C (0.347, -1.958, 4.001)
C (1.289, -3.070, 4.412)
O (0.831, 1.597, 4.584)
C (0.075, 1.469, 5.799)
C (0.895, 1.101, 7.013)
H (4.373, 1.006, 3.447)
H (4.875, 1.056, 5.136)
H (3.015, 3.070, 3.773)
H (4.672, 3.366, 4.314)
H (3.379, 3.068, 5.492)
H (0.300, -1.848, 2.918)
H (-0.665, -2.193, 4.337)
H (2.330, -2.803, 4.230)
H (1.061, -3.989, 3.870)
H (1.192, -3.269, 5.481)
H (-0.760, 0.787, 5.656)
H (-0.366, 2.455, 5.963)
H (1.289, 0.089, 6.947)
H (0.270, 1.159, 7.906)
H (1.743, 1.776, 7.132)
O (6.170, 7.658, 3.850)
P (5.060, 8.395, 3.189)
O (4.253, 7.241, 2.354)
C (3.507, 6.263, 3.082)
C (2.235, 6.841, 3.675)
O (5.886, 9.143, 1.989)
C (7.309, 9.254, 1.995)
C (7.933, 8.163, 1.150)
O (3.882, 9.506, 3.161)
C (3.596, 10.386, 2.064)
C (3.152, 9.688, 0.799)
H (4.134, 5.827, 3.865)
H (3.254, 5.470, 2.379)
H (2.459, 7.577, 4.451)
H (1.629, 6.052, 4.124)
H (1.646, 7.348, 2.910)
H (7.700, 9.245, 3.011)
H (7.551, 10.230, 1.570)
H (7.587, 7.175, 1.452)
H (9.021, 8.193, 1.223)
H (7.656, 8.293, 0.102)
H (4.438, 11.051, 1.881)
H (2.780, 11.021, 2.415)
H (3.956, 9.106, 0.352)
H (2.829, 10.430, 0.067)
H (2.326, 9.006, 0.999)

Atoms 1-2, force components in eV/Å:
-0.648 -0.322 -0.887
0.205 0.752 0.620